1.
The following is a DFT calculation (the ωB97M-V functional and the def2-TZVPD basis) of a molecular structure, C29H41BrN2O2PS2TeY in a non-equilibrium geometry.

Results
- total charge = -2
- relative energy (zero: lowest compared OMol25 entry of this formula, charge and spin) (kcal per mole) = 31.63
- total energy (hartree) = -5407.85893
- frontier orbital gap (eV) = 5.204
- HOMO (eV) = -1.179
- LUMO energy (eV) = 4.03

```
80
Properties=species:S:1:pos:R:3:lowdin_charge:R:1
Y 0.014 -0.792 0.395 0.76
O 3.072 -4.777 -2.804 0.05
C 1.781 -5.182 -2.578 -0.26
C 1.341 -6.431 -3.013 -0.05
C 0.024 -6.819 -2.807 -0.12
C -0.856 -5.955 -2.170 -0.09
C -0.393 -4.724 -1.719 -0.04
C 0.922 -4.319 -1.907 -0.11
C 1.387 -3.012 -1.260 -0.46
O 0.462 -2.003 -1.339 -0.39
N 1.723 -3.425 0.114 -0.05
N 1.603 -2.321 1.047 -0.21
C 2.019 -2.735 2.272 -0.23
C 2.185 -2.044 3.408 -0.08
Br 1.436 1.016 1.868 -0.13
C 2.946 -1.544 4.358 -0.14
C 2.435 -1.007 5.642 -0.23
C 1.104 -0.606 5.780 -0.04
C 0.632 -0.107 6.985 -0.10
C 1.475 -0.001 8.089 -0.13
C 2.802 -0.393 7.965 -0.13
C 3.274 -0.882 6.751 -0.07
H 3.548 -5.505 -3.214 0.09
H 2.042 -7.105 -3.498 0.10
H -0.307 -7.797 -3.140 0.09
H -1.891 -6.237 -2.015 0.09
H -1.059 -4.035 -1.205 0.12
H 2.336 -2.709 -1.712 0.13
H 1.079 -4.156 0.405 0.09
H 2.110 -3.818 2.393 0.10
H 4.028 -1.479 4.230 0.09
H 0.457 -0.670 4.912 0.10
H -0.401 0.213 7.063 0.09
H 1.104 0.392 9.029 0.08
H 3.471 -0.320 8.815 0.08
H 4.313 -1.184 6.655 0.10
C -5.027 -0.463 1.106 -0.16
C -3.557 -0.195 0.832 -0.82
S -2.508 -1.603 1.046 0.43
C -3.181 1.040 0.467 -0.69
C -4.175 2.165 0.371 -0.16
S -1.498 1.332 -0.062 0.09
H -5.196 -1.533 1.207 0.04
H -5.658 -0.084 0.296 0.06
H -5.356 0.021 2.033 0.07
H -4.859 2.149 1.222 0.07
H -4.771 2.097 -0.547 0.07
H -3.667 3.127 0.360 -0.04
Te -0.963 3.687 -0.140 0.13
C -0.705 -0.548 -5.985 -0.13
C -0.408 -0.981 -4.548 -0.53
C -1.085 -2.335 -4.286 -0.14
P -0.788 0.124 -3.079 1.06
C -2.292 1.151 -3.510 -0.56
C -3.528 0.242 -3.548 -0.13
C -2.295 2.147 -4.669 -0.12
C 0.563 1.418 -3.099 -0.56
C 1.674 1.001 -2.117 -0.14
C 1.209 1.779 -4.437 -0.13
H -0.283 -1.284 -6.681 0.07
H -0.293 0.426 -6.242 0.04
H -1.784 -0.522 -6.160 0.06
H 0.672 -1.138 -4.446 0.10
H -2.170 -2.255 -4.405 0.06
H -0.880 -2.666 -3.267 0.03
H -0.722 -3.101 -4.983 0.07
H -2.372 1.752 -2.599 0.04
H -3.603 -0.295 -4.500 0.06
H -4.444 0.828 -3.424 0.07
H -3.492 -0.498 -2.744 0.07
H -2.198 1.672 -5.645 0.05
H -1.498 2.884 -4.557 0.06
H -3.244 2.698 -4.666 0.07
H 0.083 2.309 -2.684 0.02
H 2.127 0.050 -2.414 0.07
H 1.319 0.886 -1.089 -0.03
H 2.453 1.767 -2.068 0.08
H 1.711 0.916 -4.884 0.07
H 1.969 2.553 -4.274 0.07
H 0.492 2.172 -5.157 0.05
```

---

2.
The following is a DFT calculation (the ωB97M-V functional and the def2-TZVPD basis) of a molecular structure, C29H41Cl3N2OPPt.

Results
- total charge = +3
- relative energy (zero: lowest compared OMol25 entry of this formula, charge and spin) (kcal per mole) = 0.00
- total energy (hartree) = -3154.67218
- frontier orbital gap (eV) = 3.998
- HOMO (eV) = -16.754
- LUMO energy (eV) = -12.76

```
78
Properties=species:S:1:pos:R:3:lowdin_charge:R:1
Pt 0.087 -0.538 -1.757 0.89
Cl 0.213 -7.346 -4.360 1.04
C 0.007 -5.951 -3.510 -0.56
C 0.755 -4.788 -3.947 -0.05
C 0.619 -3.633 -3.283 -0.52
Cl 1.429 -2.210 -3.726 0.87
C -0.291 -3.544 -2.098 -0.31
O -0.445 -2.528 -1.443 -0.11
C -1.072 -4.791 -1.721 -0.52
Cl -2.137 -4.658 -0.450 0.98
C -0.893 -5.940 -2.417 -0.07
H 1.404 -4.887 -4.809 0.14
H -1.432 -6.844 -2.165 0.14
C 0.747 -2.739 3.716 -0.17
C -0.610 -2.903 3.011 -0.16
C -0.603 -2.276 1.609 -0.23
C 0.207 -0.977 1.656 -0.39
C 1.700 -1.328 1.851 -0.18
C 1.871 -2.602 2.696 -0.17
P -0.080 0.262 0.347 1.02
C -1.758 0.976 0.515 -0.39
C -2.179 1.250 1.994 -0.16
C -3.224 0.248 2.474 -0.18
C -4.515 0.369 1.657 -0.16
C -4.225 0.673 0.177 -0.17
C -2.844 0.159 -0.221 -0.23
C 1.144 1.617 0.498 -0.40
C 2.586 1.327 0.048 -0.21
C 3.312 2.660 -0.180 -0.16
C 2.953 3.699 0.901 -0.17
C 2.454 3.025 2.172 -0.17
C 1.165 2.224 1.930 -0.17
H 0.933 -3.589 4.369 0.12
H 0.737 -1.859 4.364 0.12
H -1.400 -2.437 3.604 0.12
H -0.871 -3.960 2.928 0.12
H -1.624 -2.123 1.262 0.07
H -0.115 -2.952 0.905 0.08
H -0.155 -0.409 2.523 0.11
H 2.204 -0.497 2.344 0.11
H 2.183 -1.458 0.877 0.11
H 2.838 -2.564 3.196 0.12
H 1.898 -3.488 2.054 0.12
H -1.661 1.939 0.000 0.11
H -2.599 2.257 2.038 0.13
H -1.325 1.265 2.666 0.09
H -3.431 0.419 3.530 0.13
H -2.820 -0.768 2.409 0.09
H -5.134 1.162 2.076 0.12
H -5.094 -0.551 1.746 0.12
H -4.265 1.750 -0.009 0.12
H -4.987 0.225 -0.460 0.12
H -2.696 0.220 -1.302 0.08
H -2.773 -0.902 0.033 0.09
H 0.737 2.374 -0.183 0.11
H 2.622 0.696 -0.845 0.07
H 3.101 0.773 0.829 0.10
H 3.048 3.058 -1.161 0.08
H 4.387 2.478 -0.197 0.13
H 2.190 4.390 0.530 0.12
H 3.825 4.309 1.131 0.12
H 2.262 3.767 2.947 0.13
H 3.234 2.370 2.568 0.12
H 0.294 2.867 2.060 0.12
H 1.096 1.438 2.685 0.10
N 0.738 5.092 -4.072 0.21
C 0.611 3.876 -3.556 -0.27
C 1.715 3.000 -3.428 0.02
C 1.545 1.764 -2.887 -0.14
N 0.340 1.292 -2.468 -0.19
C -0.729 2.132 -2.584 -0.12
C -0.640 3.384 -3.107 0.04
H 1.626 5.434 -4.403 0.14
H -0.054 5.705 -4.175 0.14
H 2.700 3.301 -3.760 0.14
H 2.384 1.089 -2.787 0.12
H -1.682 1.738 -2.264 0.10
H -1.535 3.987 -3.192 0.14
```